# 1
Below is C30H53BeBrCl3FNNaO13P2SSi2 as an isolated structure at a distorted geometry, with properties calculated with ωB97M-V with the def2-TZVPD basis set.

Computed properties:
molecular weight	1023.198	g mol⁻¹
spin multiplicity	1
lowest unoccupied orbital energy	-0.1791	Eh
HOMO-LUMO gap	0.0635	Eh

Geometry as XYZ:
```
109
C30H53BeBrCl3FNNaO13P2SSi2, DFT ωB97M-V with the def2-TZVPD basis set
C -3.688 -1.990 4.161
C -3.640 -3.483 3.684
O -4.462 -4.213 4.129
O -2.650 -3.888 2.816
C -3.150 -4.022 1.460
C -2.014 -4.445 0.483
C -1.036 -3.248 0.097
C -1.807 -2.381 -0.991
Si -0.787 -0.914 -1.678
C -0.122 -1.532 -3.361
C 0.466 -0.351 -4.242
C 1.220 -0.968 -5.474
O 2.482 -1.518 -5.112
O -1.710 0.477 -2.025
Si -1.964 1.504 -0.708
C -3.035 2.934 -1.385
C -4.516 2.517 -1.693
C -5.334 3.590 -2.497
C -6.855 3.331 -2.154
N -7.216 3.825 -0.802
C -6.357 4.485 0.014
C -6.953 4.813 1.290
C -8.305 4.331 1.205
C -8.452 3.729 -0.107
O -0.547 2.254 -0.129
C -0.616 2.577 1.264
C -1.601 3.757 1.600
C -1.358 4.178 3.131
O -1.275 4.896 0.795
P -3.198 0.596 0.936
O -2.308 -0.653 1.662
Cl -4.878 -0.355 0.159
P 1.028 -0.569 -0.432
O 1.861 0.748 -1.153
O 0.745 -0.297 1.176
S 2.252 -2.074 -0.570
H -2.648 -1.713 4.449
H -4.141 -1.331 3.390
H -4.309 -1.968 5.083
H -3.736 -3.135 1.118
H -3.884 -4.873 1.486
H -2.527 -4.724 -0.473
H -1.454 -5.343 0.820
H -0.740 -2.651 0.983
H -0.175 -3.744 -0.412
H -1.993 -3.085 -1.844
H -2.809 -2.086 -0.608
H -1.032 -1.885 -3.909
H 0.606 -2.366 -3.223
H -0.419 0.224 -4.618
H 1.152 0.315 -3.674
H 0.536 -1.760 -5.886
H 1.388 -0.197 -6.264
H 2.361 -2.353 -4.629
H -2.963 3.854 -0.763
H -2.555 3.192 -2.371
H -4.498 1.516 -2.190
H -5.015 2.357 -0.702
H -5.225 3.333 -3.574
H -5.024 4.631 -2.254
H -6.950 2.226 -2.107
H -7.548 3.662 -2.954
H -5.310 4.730 -0.232
H -6.449 5.319 2.126
H -9.031 4.428 2.025
H -9.422 3.312 -0.418
H -0.786 1.693 1.932
H 0.406 2.955 1.547
H -2.675 3.495 1.520
H -0.356 3.829 3.452
H -1.400 5.380 3.255
H -2.119 3.636 3.756
H -0.453 5.287 1.136
H -2.178 -0.392 2.590
H 1.898 1.479 -0.487
H 1.084 -1.027 1.723
O 2.205 -4.670 -2.920
H 2.692 -5.264 -3.499
H 2.888 -4.124 -2.519
Be 3.769 1.517 -0.801
Cl -8.769 1.498 -1.271
F 7.952 -0.560 5.241
C 7.370 -0.157 4.098
C 7.990 0.809 3.327
C 7.391 1.221 2.143
C 6.176 0.670 1.752
C 5.563 -0.296 2.539
C 6.165 -0.718 3.717
H 8.932 1.232 3.653
H 7.871 1.972 1.527
H 5.705 0.994 0.828
H 4.613 -0.722 2.233
H 5.706 -1.476 4.339
C 8.425 -2.436 0.611
C 7.980 -2.205 -0.814
C 6.660 -1.494 -0.929
O 6.168 -1.971 -2.183
C 6.707 -3.197 -2.378
O 6.346 -3.959 -3.221
O 7.704 -3.446 -1.482
H 7.742 -3.113 1.129
H 9.409 -2.909 0.629
H 8.481 -1.496 1.163
H 8.764 -1.686 -1.375
H 6.768 -0.410 -0.941
H 5.947 -1.771 -0.147
Br 0.054 5.971 3.279
Cl 3.353 -5.325 -0.913
Na 5.442 -6.340 -1.157
```



# 2
Below is C30H53BrN4P2Ti as an isolated structure at a distorted geometry, with properties calculated with ωB97M-V with the def2-TZVPD basis set.

Computed properties:
molecular weight	659.501	g mol⁻¹
energy above the lowest of the compared OMol25 structures with the same formula, charge and spin	0.00	kcal/mol
spin multiplicity	3
lowest unoccupied orbital energy (alpha / beta)	-0.2094 / -0.2741	Eh
net charge	+2
HOMO-LUMO gap (alpha / beta)	0.2665 / 0.2101	Eh

Geometry as XYZ:
```
91
C30H53BrN4P2Ti, DFT ωB97M-V with the def2-TZVPD basis set
N -5.768 2.853 -2.509
C -5.104 3.269 -1.429
C -3.814 2.801 -1.133
C -3.162 1.951 -2.044
C -3.859 1.552 -3.197
C -5.175 2.040 -3.381
C -1.714 1.685 -1.851
Ti -0.150 0.680 -1.107
P 2.043 -0.243 -0.845
C -0.880 1.138 -2.912
C 0.184 1.961 -3.524
C 0.798 1.546 -4.732
C 1.856 2.265 -5.273
C 2.416 3.331 -4.539
C 1.763 3.794 -3.386
C 0.619 3.150 -2.919
Br 3.905 4.168 -5.167
H -1.295 2.431 -1.150
H -1.308 0.387 -3.572
H -3.302 3.129 -0.229
H -3.409 0.929 -3.970
H -5.599 3.980 -0.759
H -5.748 1.738 -4.266
H 0.447 0.638 -5.226
H 0.103 3.581 -2.060
H 2.257 2.001 -6.248
H 2.129 4.665 -2.851
P -1.006 -1.700 -1.454
C 3.256 1.065 -0.367
C 4.313 1.510 -1.386
H 3.747 0.721 0.550
H 2.663 1.945 -0.082
H 4.643 2.525 -1.114
H 5.208 0.869 -1.370
H 3.926 1.547 -2.416
C 2.844 -1.021 -2.315
C 4.170 -1.736 -2.048
H 2.968 -0.219 -3.055
H 2.127 -1.721 -2.759
H 4.716 -1.850 -2.994
H 4.837 -1.195 -1.368
H 4.013 -2.744 -1.644
C 2.203 -1.561 0.466
C 3.522 -1.719 1.225
H 1.958 -2.514 -0.029
H 1.412 -1.395 1.215
H 3.383 -2.504 1.983
H 4.348 -2.041 0.581
H 3.817 -0.813 1.766
C -1.033 -2.869 -0.024
C -1.486 -4.290 -0.369
H -1.692 -2.451 0.751
H -0.025 -2.890 0.414
H -2.482 -4.308 -0.832
H -0.777 -4.796 -1.034
H -1.545 -4.878 0.557
C -0.281 -2.714 -2.818
C -0.378 -2.119 -4.221
H -0.780 -3.694 -2.791
H 0.773 -2.890 -2.553
H -1.408 -1.863 -4.499
H 0.251 -1.227 -4.340
H -0.024 -2.864 -4.946
C -2.776 -1.709 -1.969
C -3.760 -1.226 -0.909
H -3.020 -2.732 -2.300
H -2.852 -1.070 -2.859
H -4.783 -1.450 -1.245
H -3.614 -1.712 0.063
H -3.706 -0.140 -0.767
C 1.595 4.233 1.804
N 0.939 3.060 2.398
C 1.318 2.769 3.779
C 0.283 2.179 1.604
N 0.391 2.259 0.263
N -0.464 1.176 2.090
C -0.865 1.025 3.476
C -0.967 0.221 1.092
H 1.855 4.925 2.616
H 0.903 4.761 1.128
H 2.527 3.976 1.264
H 0.473 2.930 4.461
H 1.712 1.751 3.895
H 2.105 3.467 4.074
H 0.836 3.123 -0.032
H -1.677 0.298 3.524
H -0.031 0.634 4.087
H -1.234 1.970 3.899
H -1.568 0.776 0.314
H -0.055 -0.314 0.678
H -1.615 -0.519 1.555
```



# 3
Below is C30H54BCl2GeN9O2SV as an isolated structure at a distorted geometry, with properties calculated with ωB97M-V with the def2-TZVPD basis set.

Computed properties:
molecular weight	810.162	g mol⁻¹
energy above the lowest of the compared OMol25 structures with the same formula, charge and spin	13.48	kcal/mol
spin multiplicity	3
lowest unoccupied orbital energy (alpha / beta)	-0.3264 / -0.3131	Eh
net charge	+3
HOMO-LUMO gap (alpha / beta)	0.2342 / 0.2475	Eh

Geometry as XYZ:
```
101
C30H54BCl2GeN9O2SV, DFT ωB97M-V with the def2-TZVPD basis set
V 1.322 -0.787 -0.429
C -0.372 -3.646 0.969
C 0.948 -3.156 1.465
C 1.714 -3.757 2.447
C 2.892 -3.022 2.508
N 2.824 -2.029 1.625
N 1.631 -2.091 0.962
B 3.925 -1.008 1.187
N 4.177 -1.350 -0.293
C 5.229 -1.871 -0.934
C 4.835 -2.246 -2.203
C 3.476 -1.942 -2.275
C 2.539 -2.236 -3.397
N 3.092 -1.381 -1.110
N 3.302 0.416 1.208
C 3.742 1.479 1.883
C 2.905 2.542 1.612
C 1.935 2.045 0.747
C 0.788 2.843 0.216
N 2.196 0.740 0.494
N 5.097 -1.013 2.114
C 6.423 -0.736 1.943
C 6.979 -0.560 3.173
C 5.908 -0.725 4.093
C 5.950 -0.626 5.576
N 4.787 -0.981 3.445
H -0.760 -4.380 1.670
H -1.102 -2.846 0.842
H -0.245 -4.136 0.003
H 1.466 -4.627 3.030
H 3.750 -3.156 3.142
H 6.190 -1.979 -0.461
H 5.445 -2.698 -2.966
H 2.993 -1.977 -4.352
H 2.339 -3.309 -3.421
H 1.598 -1.707 -3.273
H 4.610 1.435 2.521
H 2.984 3.542 2.004
H 0.243 3.283 1.051
H 1.163 3.670 -0.389
H 0.112 2.240 -0.382
H 6.874 -0.673 0.965
H 8.012 -0.358 3.402
H 6.817 -1.152 5.971
H 6.038 0.418 5.883
H 5.043 -1.039 6.012
Cl 0.415 0.059 3.322
C -1.090 -0.298 2.505
Cl -1.034 -0.060 0.690
H -1.837 0.394 2.876
H -1.377 -1.330 2.677
C -6.696 1.616 3.796
C -5.752 2.753 3.413
C -5.185 2.610 1.995
C -4.357 1.314 1.859
Ge -3.115 1.610 0.365
C -3.472 1.176 -1.533
C -4.607 2.079 -2.029
C -4.283 3.565 -1.866
C -5.348 4.460 -2.488
H -7.173 1.829 4.750
H -6.162 0.669 3.901
H -7.484 1.491 3.051
H -4.924 2.802 4.125
H -6.279 3.706 3.459
H -4.564 3.490 1.786
H -6.003 2.600 1.272
H -4.983 0.442 1.681
H -3.783 1.147 2.774
H -2.178 2.792 0.641
H -3.743 0.121 -1.607
H -2.551 1.344 -2.094
H -5.527 1.855 -1.483
H -4.798 1.854 -3.081
H -3.305 3.779 -2.312
H -4.205 3.795 -0.790
H -5.428 4.268 -3.558
H -5.105 5.512 -2.350
H -6.321 4.271 -2.035
C 0.280 2.454 -3.586
S 1.626 1.629 -2.710
C 2.430 0.940 -4.163
O 0.919 0.464 -2.000
H 0.710 3.195 -4.259
H -0.352 2.958 -2.858
H -0.289 1.716 -4.150
H 2.744 1.786 -4.776
H 1.741 0.305 -4.716
H 3.312 0.386 -3.848
C -3.250 -3.334 -2.974
N -1.822 -3.120 -2.784
C -0.944 -3.883 -3.666
C -1.349 -2.311 -1.863
O -0.145 -2.088 -1.641
H -3.462 -4.403 -2.963
H -3.570 -2.936 -3.937
H -3.823 -2.859 -2.179
H -1.118 -4.950 -3.524
H 0.090 -3.651 -3.432
H -1.157 -3.635 -4.705
H -2.134 -1.833 -1.259
```



Question: Number 3 is which compound?
Answer: C30H54BCl2GeN9O2SV